No. 1
The following is a quantum chemistry calculation of a cluster of 9 separate species, ClH16O8 in total, from the Open Molecules 2025 dataset.

## Properties
- relative energy (zero: lowest compared OMol25 entry of this formula, charge and spin) (eV) = 0.2153
- strongest force on any atom (eV Å⁻¹) = 0.266

The geometry in ORCA input format:
```
! RIJCOSX wB97M-V def2-TZVPD def2/J DEFGRID3
* xyz -1 1
Cl -17.72420 -0.06891 -4.38370
O -18.19471 -1.94825 -7.09059
H -17.33821 -1.98988 -7.52741
H -17.99522 -1.54682 -6.22924
O -18.09943 2.08267 -1.38583
H -18.09708 1.69021 -2.26905
H -18.64354 2.87011 -1.47457
O -17.73906 2.12309 -6.74773
H -18.25293 1.88610 -7.52492
H -17.85515 1.36415 -6.14830
O -16.25182 -2.84923 -3.30775
H -16.49006 -2.01676 -3.74732
H -16.57438 -2.72064 -2.40916
O -21.27494 -0.66650 -3.62604
H -21.60308 -0.64068 -2.72193
H -20.31534 -0.65732 -3.51001
O -18.88365 -2.00304 -1.86479
H -19.09159 -2.85908 -2.25355
H -18.59977 -1.47395 -2.62581
O -14.97282 -0.24750 -6.24511
H -14.98972 0.70308 -6.40188
H -15.81551 -0.41072 -5.79567
O -15.62613 2.59603 -3.84556
H -15.81266 1.67409 -4.06909
H -16.49507 3.00658 -3.86373
*
```

No. 2
The following is a quantum chemistry calculation of a structure of composition C4H9N3O at a distorted geometry, from the Open Molecules 2025 dataset.

## Properties
- relative energy (zero: lowest compared OMol25 entry of this formula, charge and spin) (eV) = 4.5819
- strongest force on any atom (eV Å⁻¹) = 2.273

The geometry in ORCA input format:
```
! RIJCOSX wB97M-V def2-TZVPD def2/J DEFGRID3
* xyz 0 1
C -1.60942 0.11326 -0.50721
C -0.20390 -0.71037 0.95222
C 0.10540 0.57455 0.44670
N 0.47880 1.74934 1.03834
N -1.46118 -0.51464 -1.75307
N 2.35519 -0.52538 0.26457
C 0.95965 -0.53486 -0.07854
O -0.64202 -1.34686 1.90050
H -0.05109 2.07663 1.83288
H 0.97472 2.42180 0.47036
H -0.86950 -0.05685 -2.43074
H -1.81635 -1.44722 -1.90561
H 2.47983 -0.26449 1.23782
H 2.76904 -1.43867 0.11787
H -1.88683 1.16532 -0.61109
H -2.36925 -0.35829 0.11311
H 0.78690 -0.90328 -1.08809
*
```

> Which formula does entry 2 have?

C4H9N3O